{
  "formula": "C6H16NO",
  "method": "wB97M-V/def2-TZVPD",
  "lumo_energy_ev": -3.3,
  "largest_force_ev_per_a": 1.770,
  "homo_lumo_gap_ev": 11.48,
  "total_charge": 1,
  "e_tot_ev": -10012.4477,
  "smiles": "CCCC[C@@H]([NH3+])CO",
  "symbols": ["C", "O", "C", "C", "C", "C", "C", "N", "H", "H", "H", "H", "H", "H", "H", "H", "H", "H", "H", "H", "H", "H", "H", "H"],
  "xyz": [[0.493, 1.923, -0.499], [-0.071, 2.706, -1.546], [-0.425, 0.707, -0.299], [-0.314, 0.107, 1.083], [0.933, -0.788, 1.244], [1.237, -1.716, 0.064], [0.071, -2.618, -0.337], [-1.825, 1.261, -0.468], [0.606, 2.474, 0.435], [1.487, 1.584, -0.761], [0.087, 3.656, -1.427], [-0.212, -0.013, -1.080], [-1.136, -0.570, 1.320], [-0.301, 0.820, 1.902], [0.864, -1.426, 2.123], [1.809, -0.133, 1.346], [1.651, -1.214, -0.793], [2.016, -2.347, 0.459], [-0.681, -2.801, 0.414], [-0.453, -2.261, -1.225], [0.426, -3.591, -0.662], [-2.531, 0.518, -0.456], [-2.028, 1.775, 0.397], [-1.702, 1.946, -1.233]],
  "forces_ev_per_angstrom": [[0.1, 0.0, 0.2], [-0.1, 0.3, 0.0], [0.2, 0.8, 0.8], [0.5, -1.6, 0.5], [0.6, 0.7, -0.8], [-0.7, -0.6, 0.9], [0.1, -0.2, -1.0], [0.5, -0.3, 1.3], [-0.3, 0.2, 0.0], [0.2, -0.2, -0.2], [0.1, -0.4, 0.0], [-0.4, -0.1, -0.1], [-0.5, 0.1, -0.4], [-0.1, 0.6, -0.2], [-0.2, 0.3, 0.2], [-0.1, -0.2, 0.3], [0.1, 0.3, -0.4], [0.5, -0.3, -0.1], [-0.1, 0.1, 0.5], [-0.2, 0.3, 0.0], [0.2, -0.2, 0.1], [0.1, 0.3, -1.0], [0.1, 0.2, -0.3], [-0.8, -0.2, -0.3]]
}

---

{
  "formula": "C26H28F5N3O3RuSbTe",
  "method": "wB97M-V/def2-TZVPD",
  "lumo_energy_ev": [-6.9, -8.8],
  "largest_force_ev_per_a": 1.376,
  "multiplicity": 6,
  "homo_lumo_gap_ev": [7.15, 5.32],
  "total_charge": 2,
  "e_tot_ev": -68010.8181,
  "symbols": ["Ru", "C", "O", "C", "N", "C", "C", "C", "C", "C", "C", "C", "C", "C", "C", "C", "C", "N", "C", "N", "C", "C", "O", "C", "C", "C", "C", "C", "C", "H", "H", "H", "H", "H", "H", "H", "H", "H", "H", "H", "H", "H", "H", "H", "H", "H", "H", "H", "C", "Sb", "C", "C", "H", "H", "H", "H", "H", "H", "H", "H", "H", "F", "Te", "F", "F", "F", "F", "O"],
  "xyz": [[-0.534, 0.081, -0.151], [-1.443, -4.130, -0.688], [-2.484, -3.476, 0.125], [-2.103, -2.248, 0.288], [-0.991, -1.881, -0.250], [-0.451, -2.992, -1.052], [-0.385, -2.663, -2.525], [-0.870, -1.479, -3.058], [-0.756, -1.212, -4.416], [-0.159, -2.141, -5.254], [0.320, -3.334, -4.729], [0.208, -3.593, -3.372], [-2.876, -1.225, 1.015], [-3.908, -1.388, 1.897], [-4.367, -0.259, 2.585], [-3.783, 0.983, 2.387], [-2.762, 1.081, 1.461], [-2.344, -0.003, 0.786], [-1.808, 2.270, 1.279], [-1.000, 2.070, 0.063], [-1.040, 3.306, -0.673], [-1.643, 4.290, 0.341], [-2.482, 3.437, 1.151], [0.204, 3.747, -1.404], [0.401, 5.105, -1.622], [1.526, 5.542, -2.305], [2.440, 4.627, -2.801], [2.233, 3.268, -2.607], [1.113, 2.831, -1.920], [-1.926, -4.566, -1.557], [-1.000, -4.912, -0.078], [0.558, -3.205, -0.703], [-1.380, -0.746, -2.440], [-1.141, -0.286, -4.821], [-0.067, -1.935, -6.311], [0.794, -4.061, -5.375], [0.590, -4.525, -2.968], [-4.316, -2.372, 2.079], [-5.161, -0.364, 3.314], [-4.072, 1.851, 2.963], [-1.811, 3.130, -1.452], [-2.282, 5.047, -0.100], [-0.862, 4.748, 0.949], [-0.322, 5.829, -1.263], [1.685, 6.602, -2.453], [3.310, 4.972, -3.342], [2.947, 2.552, -2.990], [0.957, 1.767, -1.787], [2.169, -3.332, 3.420], [2.556, -1.412, 2.619], [3.889, -1.701, 0.989], [3.551, -0.383, 4.186], [3.131, -3.787, 3.662], [1.627, -3.928, 2.692], [1.563, -3.197, 4.311], [4.884, -1.477, 1.372], [3.623, -1.036, 0.174], [3.812, -2.746, 0.700], [4.463, -0.945, 4.391], [2.893, -0.374, 5.049], [3.766, 0.631, 3.862], [0.987, 1.214, 3.909], [-0.050, 0.514, 2.537], [-1.192, 0.230, 4.008], [1.547, 1.228, 1.598], [-0.257, -1.614, 2.641], [1.198, -0.309, -0.712], [-0.915, 2.285, 2.374]],
  "forces_ev_per_angstrom": [[0.7, -0.5, -1.0], [0.2, 0.0, 0.0], [-0.1, -0.2, 0.0], [0.1, 0.2, -0.1], [-0.4, -0.5, 0.0], [-0.1, 0.1, 0.0], [0.0, 0.0, 0.0], [-0.1, 0.0, -0.1], [0.0, 0.0, 0.0], [0.0, 0.0, 0.0], [0.0, -0.1, 0.0], [0.0, 0.0, 0.0], [0.1, 0.1, -0.1], [-0.1, -0.1, 0.1], [0.0, 0.0, 0.0], [-0.1, 0.0, 0.0], [0.3, -0.1, -0.3], [-0.4, 0.2, 0.3], [-0.5, -0.2, 0.7], [-0.3, 0.3, -0.1], [0.2, 0.3, -0.1], [0.0, 0.0, 0.1], [0.2, 0.3, -0.3], [0.1, 0.0, 0.0], [0.0, 0.0, 0.1], [-0.1, 0.1, 0.0], [0.1, 0.0, 0.0], [0.0, 0.0, 0.0], [-0.1, -0.1, 0.1], [-0.1, 0.0, 0.0], [0.0, 0.0, 0.1], [0.0, -0.1, 0.1], [-0.1, 0.0, 0.1], [0.0, 0.0, 0.0], [0.0, 0.0, 0.0], [0.0, 0.0, 0.0], [0.0, 0.0, 0.0], [0.0, 0.0, 0.0], [0.0, 0.0, 0.0], [0.0, 0.0, 0.0], [-0.1, -0.2, 0.1], [0.0, 0.0, 0.0], [0.0, 0.0, 0.0], [0.1, 0.0, 0.0], [0.0, 0.0, 0.0], [0.0, 0.0, 0.0], [0.0, 0.0, 0.0], [0.1, 0.0, 0.0], [0.0, 0.2, -0.1], [0.6, -0.6, 0.3], [-0.2, 0.1, 0.2], [-0.1, 0.0, -0.2], [0.0, 0.0, 0.0], [0.0, 0.0, 0.0], [0.0, -0.1, 0.0], [0.0, 0.0, -0.1], [0.0, 0.0, 0.0], [0.0, 0.0, -0.1], [0.0, 0.0, 0.0], [0.0, 0.0, 0.0], [0.0, 0.0, 0.0], [0.2, -0.4, 0.3], [0.3, 0.7, 1.1], [-0.7, 0.0, 0.0], [0.2, -0.2, -0.3], [0.7, 0.0, 0.1], [-0.2, 0.3, -0.1], [-0.4, 0.1, -0.7]]
}

---

{
  "formula": "C6H8O2",
  "method": "wB97M-V/def2-TZVPD",
  "lumo_energy_ev": 0.2,
  "largest_force_ev_per_a": 3.354,
  "homo_lumo_gap_ev": 9.20,
  "e_tot_ev": -10444.9893,
  "smiles": "CC(=O)[C@@H](C)C=C=O",
  "symbols": ["C", "C", "C", "C", "C", "C", "O", "O", "H", "H", "H", "H", "H", "H", "H", "H"],
  "xyz": [[0.470, -1.855, 0.818], [0.586, 1.566, -1.160], [-1.892, -0.063, 0.243], [0.455, -0.874, -0.331], [-1.070, 0.886, 0.633], [0.320, 0.793, 0.117], [-2.685, -0.918, 0.140], [0.776, -1.178, -1.446], [-1.398, 1.698, 1.264], [1.054, 1.033, 0.893], [-0.304, -2.603, 0.650], [0.296, -1.390, 1.785], [1.432, -2.367, 0.822], [-0.100, 1.257, -1.946], [1.599, 1.384, -1.514], [0.460, 2.632, -0.968]],
  "forces_ev_per_angstrom": [[-0.5, -0.2, -0.1], [0.1, 0.3, 0.3], [-1.9, -0.1, 1.6], [2.1, 2.3, 1.2], [0.1, -0.1, -0.3], [0.2, -2.7, -1.7], [0.9, 0.6, -0.6], [-0.7, 0.1, 0.1], [-0.3, -0.1, -0.1], [0.0, -0.3, 0.0], [0.0, -0.1, 0.1], [0.0, 0.1, 0.0], [0.0, 0.1, -0.1], [-0.1, 0.0, 0.0], [0.1, 0.0, 0.0], [0.0, 0.1, -0.1]]
}

---

{
  "formula": "C5H11NO",
  "method": "wB97M-V/def2-TZVPD",
  "lumo_energy_ev": 0.9,
  "largest_force_ev_per_a": 1.003,
  "homo_lumo_gap_ev": 10.22,
  "e_tot_ev": -8900.4922,
  "smiles": "C=CCC.NC=O",
  "symbols": ["C", "N", "O", "H", "H", "H", "C", "C", "C", "C", "H", "H", "H", "H", "H", "H", "H", "H"],
  "xyz": [[1.671, -0.971, -0.670], [2.980, -1.157, -0.395], [1.267, -0.251, -1.549], [1.010, -1.552, -0.011], [3.638, -0.770, -1.047], [3.276, -1.876, 0.240], [-0.264, 0.588, 1.907], [-1.506, 1.124, 1.200], [-1.664, 0.632, -0.214], [-2.818, 0.157, -0.674], [0.601, 0.760, 1.260], [-0.092, 1.063, 2.874], [-0.268, -0.487, 2.098], [-1.485, 2.217, 1.186], [-2.402, 0.876, 1.778], [-0.811, 0.702, -0.878], [-2.903, -0.074, -1.732], [-3.724, -0.038, -0.115]],
  "forces_ev_per_angstrom": [[0.0, -0.3, 0.0], [0.1, -0.1, 0.1], [-0.2, 0.2, -0.2], [-0.1, 0.0, 0.1], [0.2, 0.0, 0.0], [0.0, 0.0, 0.0], [0.5, 0.0, -0.2], [-0.2, -0.4, 0.2], [-0.8, 0.0, 0.6], [0.3, -0.2, -0.8], [0.1, 0.2, 0.2], [0.0, 0.1, -0.1], [-0.4, 0.0, -0.1], [0.2, 0.1, 0.0], [0.0, -0.1, -0.1], [0.0, 0.1, 0.0], [0.1, -0.2, 0.1], [0.1, 0.3, 0.4]]
}

---

What is the formula in the fourth record?
C5H11NO

---

Which formula does entry 2 have?
C26H28F5N3O3RuSbTe